# 1
This record from the OMol25 dataset describes the ion C7H12N with charge +1 at a distorted geometry. The level of theory is ωB97M-V with the def2-TZVPD basis set.

Structure (XYZ):
```
20
Properties=species:S:1:pos:R:3
C 1.95 -1.00 -0.44
C 0.89 0.09 -0.63
C -0.57 0.18 -0.33
C -1.11 1.51 -0.42
C 2.84 -0.19 0.15
C -2.41 -1.20 0.63
C 1.81 0.91 0.34
N -1.16 -0.97 0.01
H 0.99 0.55 -1.65
H -1.70 1.55 0.49
H -1.83 1.56 -1.27
H -0.45 2.35 -0.47
H 2.19 -1.87 -0.96
H -0.52 -1.74 0.05
H 3.83 -0.39 0.47
H -2.97 -0.31 0.87
H -2.22 -1.55 1.64
H -2.97 -2.10 0.28
H 2.08 1.87 -0.03
H 1.34 0.75 1.30
```

Output
Total charge: +1
Frontier orbital gap (eV): 9.57
ΔE to the lowest compared entry with this formula, charge and spin (kJ/mol): 236.0
2S+1: 1
Calculated total energy (eV): -8934.5561
LUMO level (eV): -4.18
SMILES string: C/[NH+]=C(\C)[C@@H]1C=CC1

# 2
This record from the OMol25 dataset describes an isolated molecule of C6H9N. The level of theory is ωB97M-V with the def2-TZVPD basis set.

Structure (XYZ):
```
16
Properties=species:S:1:pos:R:3
C -1.64 0.16 1.55
N -0.73 -0.55 0.68
C 0.57 0.03 0.54
C 1.49 -0.44 -0.56
C 0.67 -0.73 -1.81
C 0.16 0.50 -1.85
C 0.90 0.95 -0.62
H -1.30 0.22 2.60
H -2.61 -0.34 1.53
H -1.78 1.18 1.18
H 1.10 0.31 1.47
H 2.52 -0.71 -0.37
H -0.65 -1.53 0.93
H 0.43 -1.67 -2.30
H -0.69 0.93 -2.38
H 1.46 1.88 -0.49
```

Output
Frontier orbital gap (eV): 9.77
ΔE to the lowest compared entry with this formula, charge and spin (kJ/mol): 330.2
2S+1: 1
Calculated total energy (eV): -7854.7371
LUMO level (eV): 1.17
SMILES string: CN[C@@H]1[C@@H]2C=C[C@@H]21

# 3
This record from the OMol25 dataset describes a cluster of 10 separate species, C48H108N4O6 in total at a distorted geometry. The level of theory is ωB97M-V with the def2-TZVPD basis set.

Structure (XYZ):
```
166
Properties=species:S:1:pos:R:3
C -4.79 1.82 3.82
C -3.59 2.33 4.62
C -2.41 1.69 3.91
O -2.89 0.45 3.39
C -4.32 0.44 3.32
H -5.02 2.53 3.02
H -5.68 1.73 4.44
H -3.70 2.06 5.67
H -3.50 3.42 4.60
H -1.51 1.58 4.50
H -2.17 2.28 3.02
H -4.66 -0.34 4.00
H -4.61 0.30 2.28
C 4.92 2.72 -3.90
C 5.01 4.11 -3.31
C 4.26 4.91 -4.38
O 4.60 4.28 -5.62
C 5.16 2.98 -5.37
H 3.90 2.33 -3.82
H 5.63 2.01 -3.45
H 6.02 4.53 -3.31
H 4.63 4.23 -2.30
H 4.57 5.95 -4.44
H 3.17 4.84 -4.22
H 6.23 3.04 -5.62
H 4.69 2.22 -5.99
C -3.42 6.41 -4.07
C -2.09 6.30 -3.31
C -1.09 6.21 -4.46
O -1.73 5.42 -5.44
C -3.16 5.54 -5.31
H -3.63 7.43 -4.37
H -4.28 6.01 -3.53
H -2.13 5.42 -2.67
H -2.04 7.15 -2.62
H -0.19 5.73 -4.08
H -0.87 7.22 -4.83
H -3.52 4.51 -5.26
H -3.55 5.98 -6.23
C -5.77 -1.29 -0.32
C -4.77 -1.59 -1.45
C -5.39 -2.82 -2.10
O -6.79 -2.64 -2.04
C -7.08 -1.94 -0.83
H -5.95 -0.24 -0.12
H -5.43 -1.79 0.58
H -3.79 -1.81 -1.03
H -4.71 -0.74 -2.14
H -5.14 -3.71 -1.50
H -5.02 -2.98 -3.11
H -7.51 -2.64 -0.11
H -7.83 -1.17 -1.02
C -0.68 -1.74 -5.49
C -1.44 -2.80 -4.70
C -1.20 -2.37 -3.25
O -1.28 -0.96 -3.33
C -0.65 -0.54 -4.53
H -1.10 -1.57 -6.48
H 0.35 -2.07 -5.66
H -1.13 -3.83 -4.89
H -2.51 -2.71 -4.88
H -0.22 -2.69 -2.88
H -2.00 -2.74 -2.62
H 0.39 -0.30 -4.29
H -1.07 0.41 -4.86
C -6.26 3.01 -0.08
C -4.75 2.71 -0.14
C -4.14 4.10 -0.15
O -5.08 4.98 0.49
C -6.35 4.36 0.63
H -6.74 2.18 0.45
H -6.66 3.04 -1.09
H -4.56 2.14 -1.04
H -4.40 2.17 0.74
H -4.03 4.45 -1.19
H -3.15 4.22 0.28
H -7.12 4.99 0.18
H -6.54 4.21 1.69
C 2.22 1.93 1.18
C 1.77 1.13 -0.03
N 0.41 1.34 -0.46
C -0.61 1.05 0.53
C -1.95 0.67 -0.04
C 0.17 2.58 -1.19
C 1.00 2.71 -2.44
H 1.56 1.60 2.00
H 2.03 3.00 1.09
H 3.21 1.64 1.52
H 2.43 1.28 -0.89
H 1.86 0.05 0.16
H -0.25 0.22 1.14
H -0.69 1.88 1.27
H -2.59 0.18 0.69
H -2.51 1.48 -0.50
H -1.81 -0.03 -0.87
H 0.33 3.45 -0.52
H -0.87 2.58 -1.49
H 0.94 1.86 -3.13
H 2.06 2.96 -2.30
H 0.61 3.56 -3.02
C -3.80 -5.93 0.01
C -2.58 -5.59 0.87
N -2.84 -5.24 2.26
C -3.76 -4.13 2.40
C -3.15 -2.83 1.95
C -3.21 -6.40 3.06
C -2.88 -6.21 4.53
H -4.38 -6.74 0.45
H -3.51 -6.20 -1.01
H -4.47 -5.08 -0.08
H -1.94 -6.48 0.88
H -1.94 -4.86 0.36
H -4.77 -4.29 1.98
H -3.99 -4.02 3.46
H -3.77 -1.96 2.21
H -2.21 -2.58 2.44
H -3.03 -2.78 0.86
H -2.67 -7.27 2.69
H -4.29 -6.64 2.99
H -3.45 -5.38 4.94
H -1.81 -6.01 4.62
H -3.10 -7.12 5.08
C 2.00 -2.68 6.05
C 3.50 -2.56 5.79
N 3.94 -1.17 5.72
C 4.05 -0.55 7.02
C 4.15 0.97 6.92
C 5.17 -1.01 4.92
C 4.87 -0.34 3.59
H 1.41 -2.37 5.19
H 1.71 -2.05 6.89
H 1.73 -3.72 6.24
H 4.02 -3.07 6.63
H 3.71 -3.06 4.84
H 3.11 -0.70 7.56
H 4.86 -0.99 7.63
H 4.27 1.41 7.92
H 5.00 1.31 6.34
H 3.21 1.35 6.53
H 5.59 -2.00 4.71
H 5.90 -0.43 5.49
H 5.78 -0.14 3.01
H 4.35 0.60 3.75
H 4.25 -0.94 2.92
C 7.14 -4.56 -1.46
C 7.81 -3.22 -1.28
N 6.89 -2.12 -1.42
C 7.49 -0.88 -1.86
C 7.87 -0.89 -3.32
C 6.07 -1.92 -0.22
C 4.76 -1.14 -0.49
H 6.21 -4.65 -0.91
H 7.75 -5.42 -1.17
H 6.88 -4.69 -2.52
H 8.31 -3.20 -0.28
H 8.64 -3.11 -1.97
H 6.79 -0.07 -1.64
H 8.38 -0.65 -1.23
H 8.22 0.10 -3.64
H 8.64 -1.64 -3.51
H 7.03 -1.21 -3.94
H 6.67 -1.38 0.54
H 5.82 -2.87 0.24
H 3.95 -1.64 0.02
H 4.61 -1.02 -1.56
H 4.92 -0.12 -0.12
```

Output
Frontier orbital gap (eV): 8.47
ΔE to the lowest compared entry with this formula, charge and spin (kJ/mol): 0.0
2S+1: 1
Calculated total energy (eV): -69768.6590
LUMO level (eV): 0.54
SMILES string: CCN(CC)CC.CCN(CC)CC.CCN(CC)CC.CCN(CC)CC.C1CCOC1.C1CCOC1.C1CCOC1.C1CCOC1.C1CCOC1.C1CCOC1

# 4
This record from the OMol25 dataset describes a cluster of 2 separate species, C21H24N6O4 in total at a distorted geometry. The level of theory is ωB97M-V with the def2-TZVPD basis set.

Structure (XYZ):
```
55
Properties=species:S:1:pos:R:3
O 2.81 -1.47 4.89
O -3.57 -1.13 -3.00
O 0.61 -3.23 -1.47
N 2.54 1.67 3.13
N 1.48 2.27 2.73
O 5.38 -1.61 3.93
C 3.12 -0.61 4.07
C -3.23 -2.18 -2.46
C 0.46 -2.24 -2.19
C 2.18 0.42 3.61
C 0.84 0.27 3.48
C -3.37 2.21 1.12
C 2.31 2.39 -0.95
C -3.13 0.98 1.73
C -2.37 3.19 1.12
C 1.10 2.69 -1.59
C 2.47 1.15 -0.29
C -1.89 0.72 2.33
C -1.14 2.93 1.72
C 0.04 1.76 -1.58
C 1.41 0.22 -0.28
C -0.87 1.69 2.34
C 0.20 0.52 -0.93
N 4.41 -0.63 3.55
N 0.40 1.44 2.88
N 1.45 -1.86 -2.99
N -2.00 -2.41 -2.03
C -4.24 -3.28 -2.24
C 1.47 -0.73 -3.93
C -0.92 -0.50 -0.95
C -0.88 -1.47 -2.15
H 4.98 -2.21 4.60
H 0.27 -0.61 3.74
H -4.33 2.41 0.65
H 3.12 3.10 -0.95
H -3.90 0.22 1.73
H -2.56 4.15 0.64
H 0.97 3.64 -2.09
H 3.39 0.93 0.21
H -1.74 -0.25 2.79
H -0.37 3.70 1.69
H -0.89 1.99 -2.08
H 1.54 -0.73 0.22
H 4.67 0.13 2.92
H 2.28 -2.43 -2.93
H -1.79 -3.30 -1.60
H -5.21 -2.96 -2.61
H -3.92 -4.17 -2.78
H -4.30 -3.50 -1.17
H 1.42 0.21 -3.38
H 0.64 -0.80 -4.63
H 2.40 -0.75 -4.50
H -1.87 0.03 -0.97
H -0.88 -1.08 -0.03
H -0.99 -0.89 -3.06
```

Output
Frontier orbital gap (eV): 9.29
ΔE to the lowest compared entry with this formula, charge and spin (kJ/mol): 335.5
2S+1: 1
Calculated total energy (eV): -39296.0245
LUMO level (eV): 0.15
SMILES string: CNC(=O)[C@H](Cc1ccccc1)NC(C)=O.O=C(NO)c1cn(-c2ccccc2)nn1